[1]
{"formula": "C5H4Br2Cl2", "method": "ωB97M-V with the def2-TZVPD basis set", "symbols": ["C", "C", "C", "C", "C", "Cl", "Cl", "Br", "Br", "H", "H", "H", "H"], "coordinates": [[0.715, -1.937, -0.432], [1.173, -0.696, -0.642], [-1.678, 0.573, 0.282], [0.400, 0.572, -0.466], [-0.370, 0.951, 0.764], [2.802, -0.054, -1.006], [0.400, 1.776, -1.692], [0.332, 0.034, 2.336], [-0.276, 2.859, 1.180], [1.358, -2.857, -0.331], [-0.377, -1.983, -0.366], [-2.490, 1.262, -0.077], [-1.990, -0.502, 0.450]], "forces_ev_per_angstrom": [[0.9, 0.1, -0.2], [-0.3, 2.0, 0.2], [-4.4, -1.2, 1.1], [2.0, -0.5, -0.6], [0.5, 0.2, -0.9], [0.3, -1.6, 0.1], [-0.1, -0.7, 0.0], [-0.3, -0.2, 0.0], [-0.1, 0.1, 0.1], [-0.9, 1.2, -0.4], [0.5, -0.4, 0.3], [1.2, -0.6, 0.6], [0.5, 1.4, -0.4]], "nbo_charge": [-0.39, -0.08, -0.34, -0.04, -0.30, -0.01, 0.08, 0.09, 0.08, 0.24, 0.22, 0.23, 0.20], "spin_multiplicity": 3, "lumo_energy_ev": [0.3, -1.9], "homo_energy_ev": [-7.56, -9.79], "s_squared": 2.01, "gap_ha": [0.2907, 0.2897]}

***

[2]
{"formula": "C5H7N3O2", "method": "ωB97M-V with the def2-TZVPD basis set", "symbols": ["C", "C", "C", "O", "N", "C", "N", "C", "N", "H", "H", "H", "H", "H", "O", "H", "H"], "coordinates": [[-3.928, -2.177, -0.293], [-2.753, -1.255, -0.315], [-2.730, 0.110, -0.557], [-3.678, 1.027, -0.773], [-1.428, 0.488, -0.610], [-0.684, -0.633, -0.354], [-1.464, -1.674, -0.135], [0.761, -0.637, -0.456], [1.651, -1.130, -1.142], [-3.896, -2.878, -1.139], [-3.950, -2.768, 0.634], [-4.873, -1.621, -0.357], [-4.557, 0.664, -0.625], [-1.109, 1.431, -0.844], [1.892, -0.724, 1.070], [2.537, -1.251, -0.047], [1.344, -1.218, 1.689]], "forces_ev_per_angstrom": [[-0.1, -0.2, 0.2], [0.2, 0.7, 0.2], [0.1, -1.0, -0.1], [-0.3, 0.5, -0.2], [-0.1, 0.8, 0.0], [-0.2, 0.4, 0.3], [0.6, 0.1, -0.4], [3.0, -2.7, -1.2], [-0.9, 1.0, 0.8], [0.0, 0.2, 0.2], [0.0, 0.2, -0.3], [0.2, -0.1, 0.0], [0.1, -0.1, 0.0], [-0.1, -0.7, 0.2], [-0.6, 0.7, -0.2], [-2.5, 0.7, -0.1], [0.6, -0.6, 0.4]], "nbo_charge": [-0.63, 0.01, 0.42, -0.66, -0.51, 0.19, -0.38, 0.43, -0.51, 0.23, 0.23, 0.20, 0.50, 0.44, -0.94, 0.50, 0.47], "lumo_energy_ev": 0.3, "homo_energy_ev": -8.51, "gap_ha": 0.3240}

***

[3]
{"formula": "C2H8NO2P", "method": "ωB97M-V with the def2-TZVPD basis set", "symbols": ["C", "O", "P", "N", "O", "C", "H", "H", "H", "H", "H", "H", "H", "H"], "coordinates": [[2.084, -0.884, -0.111], [0.675, -0.916, -0.114], [-0.120, 0.049, -1.051], [0.760, 1.988, -0.618], [-1.602, -0.559, -0.700], [-2.395, -0.105, 0.461], [2.392, -0.105, 0.649], [2.544, -0.688, -1.065], [2.364, -1.894, 0.336], [0.153, -0.477, -2.237], [0.475, 2.692, -1.332], [-2.722, -1.010, 0.965], [-3.329, 0.346, -0.007], [-1.801, 0.506, 1.219]], "forces_ev_per_angstrom": [[1.1, -0.6, 3.1], [0.2, -0.4, 0.3], [-0.3, 5.0, 3.0], [-1.7, -4.0, -0.6], [0.8, 1.2, -0.1], [-0.2, 0.3, -0.6], [-0.1, -0.7, -1.1], [0.0, 0.0, -0.4], [0.0, 1.3, -0.9], [-0.1, -0.7, -2.1], [-0.4, -0.9, 0.0], [0.1, -0.1, 0.0], [1.4, 0.0, 1.0], [-0.9, -0.4, -1.4]], "nbo_charge": [-0.26, -0.82, 1.78, -1.04, -0.81, -0.26, 0.21, 0.19, 0.19, -0.10, 0.31, 0.19, 0.20, 0.21], "lumo_energy_ev": 0.7, "homo_energy_ev": -8.03, "smiles": "CO[PH](=N)OC", "gap_ha": 0.3204}

***

Going through the records in order, we get molar mass values of 294.8, 141.1, 109.1 g/mol.
Going through the records in order, we get energy above the lowest of the compared OMol25 structures with the same formula, charge and spin values of 0.7768, 4.1973, 5.4569 eV.